{"formula": "C14H24N4O7S", "method": "ωB97M-V/def2-TZVPD", "fmax_ha_per_bohr": 0.068, "gap_ha": 0.322, "e_homo_ev": -8.60, "smiles": "N[C@H](C(=O)O)[C@@H]1NC(C(=O)O)=CCS1.CNC(=O)[C@@H](NC(C)=O)[C@@H](C)O", "e_lumo_ev": 0.17, "energy_ev": -46037.215, "symbols": ["N", "C", "C", "O", "O", "C", "N", "C", "C", "O", "O", "C", "C", "S", "H", "H", "H", "H", "H", "H", "H", "H", "H", "H", "C", "N", "C", "O", "C", "N", "C", "C", "O", "C", "C", "O", "H", "H", "H", "H", "H", "H", "H", "H", "H", "H", "H", "H", "H", "H"], "positions_angstrom": [[-2.28867, 0.01329, 0.20144], [-2.54538, 1.47598, 0.40411], [-3.18152, 2.16477, -0.83320], [-3.54184, 1.43959, -1.75210], [-3.36768, 3.51671, -0.81575], [-1.22958, 2.18448, 0.78447], [-0.52681, 1.32486, 1.73264], [0.66122, 1.65349, 2.40430], [1.51271, 0.56243, 2.95684], [1.44602, -0.53421, 2.41534], [2.32138, 0.81257, 4.01522], [1.02502, 2.98059, 2.56562], [0.23238, 4.17195, 2.08079], [-1.51321, 3.75542, 1.67721], [-3.17254, -0.46120, 0.00129], [-1.67166, -0.08949, -0.61706], [-3.24304, 1.59209, 1.23942], [-3.00260, 3.88437, 0.00747], [-0.62211, 2.34504, -0.11550], [-0.78521, 0.33355, 1.66278], [2.75064, -0.03205, 4.21800], [1.94850, 3.19098, 3.09816], [0.23572, 4.94615, 2.85492], [0.72151, 4.58502, 1.19277], [4.00856, -0.27390, -0.45864], [2.62892, -0.72383, -0.29363], [1.97591, -1.50089, -1.16378], [2.51044, -1.97215, -2.16643], [0.52338, -1.84629, -0.83087], [-0.30489, -1.88445, -2.04890], [-0.73746, -0.77125, -2.63549], [-1.48870, -0.91376, -3.93555], [-0.57168, 0.33271, -2.12691], [0.46198, -3.16223, -0.04936], [-0.95607, -3.50002, 0.41472], [0.91984, -4.22563, -0.84871], [4.69299, -1.09281, -0.23159], [4.17271, 0.04484, -1.49053], [4.20962, 0.56458, 0.20931], [2.13377, -0.43974, 0.54290], [0.14825, -1.06637, -0.16993], [-0.43684, -2.77415, -2.50580], [-2.33292, -1.58553, -3.79423], [-1.85454, 0.06759, -4.23845], [-0.81958, -1.30874, -4.69729], [1.10390, -3.07915, 0.82810], [-1.33604, -2.70097, 1.05101], [-0.93166, -4.42711, 0.98823], [-1.61739, -3.63193, -0.44166], [1.73426, -3.94519, -1.28568]]}